Molecular formula: C3H8N3S
Method: DFT, ωB97M-V/def2-TZVPD

```
! wB97M-V def2-TZVPD RIJCOSX def2/J DEFGRID3
* xyz 1 1
C 2.140 -0.499 0.351
C 1.966 0.803 -0.318
C -0.709 0.196 -0.247
N 1.368 -1.467 0.223
N -1.887 0.444 0.188
N -3.046 -0.302 0.107
S 0.350 1.562 0.065
H 2.994 -0.514 1.083
H 2.776 1.555 -0.030
H 1.995 0.664 -1.333
H -0.344 -0.638 -0.822
H -2.016 1.381 0.798
H 1.453 -2.473 0.425
H -3.930 0.192 0.190
H -3.110 -0.904 -0.679
*
```

Results
- HOMO-LUMO gap: 9.14 eV
- Molecular weight: 118.18 g mol⁻¹

=====

Molecular formula: C3H8N3S
Method: DFT, ωB97M-V/def2-TZVPD

```
! wB97M-V def2-TZVPD RIJCOSX def2/J DEFGRID3
* xyz 1 1
C 0.718 -0.822 2.774
C 0.270 0.173 -1.069
C -2.369 -0.278 -0.418
N 1.306 -0.266 1.816
N 1.754 0.100 0.848
N 1.359 0.725 -1.597
S -1.252 1.014 -1.005
H 0.035 -0.165 3.254
H 0.682 -1.868 3.153
H 0.305 -0.755 -0.607
H -2.306 -0.635 0.611
H -2.101 -1.209 -0.953
H -3.409 0.059 -0.466
H 1.467 1.672 -1.749
H 2.185 0.191 -1.232
*
```

Results
- HOMO-LUMO gap: 7.95 eV
- Molecular weight: 118.18 g mol⁻¹

=====

Molecular formula: C3H8N3S
Method: DFT, ωB97M-V/def2-TZVPD

```
! wB97M-V def2-TZVPD RIJCOSX def2/J DEFGRID3
* xyz 1 1
C 1.539 -0.533 0.714
N 1.182 0.074 -0.577
N -0.023 0.399 -0.827
C -1.178 -0.024 -0.267
N -1.190 -1.096 0.550
C -2.459 0.727 -0.552
S -4.091 0.109 0.267
H 2.465 -0.263 1.155
H 0.784 -0.540 1.464
H 1.550 -1.558 0.447
H 1.812 0.209 -1.477
H -2.110 -1.368 0.951
H -0.480 -1.922 0.414
H -2.386 1.794 -0.306
H -2.631 0.920 -1.571
*
```

Results
- HOMO-LUMO gap (spin up / spin down): 7.96 / 7.41 eV
- Molecular weight: 118.18 g mol⁻¹
- SMILES string: C/[NH+]=N\C(=[NH2+])C[S-]

=====

Molecular formula: C3H8N3S
Method: DFT, ωB97M-V/def2-TZVPD

```
! wB97M-V def2-TZVPD RIJCOSX def2/J DEFGRID3
* xyz 1 3
C 1.284 0.916 0.222
C 0.614 -1.404 -0.215
C -1.330 -0.016 0.078
N 2.003 -1.496 0.133
N -0.042 -0.405 0.541
N 1.051 2.152 0.016
S 2.722 0.040 -0.042
H 0.537 -1.193 -1.254
H -0.024 -2.396 -0.144
H -1.435 -0.360 -1.022
H -2.116 -0.485 0.731
H -1.421 1.103 0.087
H 2.006 -1.950 0.992
H 0.218 2.622 0.255
H 1.675 2.761 -0.457
*
```

Results
- HOMO-LUMO gap (spin up / spin down): 6.54 / 4.93 eV
- Molecular weight: 118.18 g mol⁻¹
- Expectation value of S²: 2.008

=====

Molecular formula: C3H8N3S2
Method: DFT, ωB97M-V/def2-TZVPD

```
! wB97M-V def2-TZVPD RIJCOSX def2/J DEFGRID3
* xyz 1 1
C 1.457 -0.058 -2.326
C -0.263 1.052 -0.485
C 0.451 -2.866 1.444
N 1.415 -1.099 -1.719
N 0.934 -1.636 -0.689
N -1.777 3.041 0.686
S 0.368 1.455 -1.879
S 0.012 -2.868 -0.316
H 2.158 -0.010 -3.212
H -1.070 1.679 0.088
H -0.362 -2.985 2.036
H 0.908 -1.965 1.653
H 1.166 -3.798 1.617
H -0.990 3.681 0.701
H -1.850 2.650 1.653
H -2.558 3.729 0.749
*
```

Results
- HOMO-LUMO gap (spin up / spin down): 6.89 / 6.88 eV
- Molecular weight: 150.25 g mol⁻¹

=====

Molecular formula: C3H8N4
Method: DFT, ωB97M-V/def2-TZVPD

```
! wB97M-V def2-TZVPD RIJCOSX def2/J DEFGRID3
* xyz 0 1
C -1.786 0.526 0.238
C -0.423 0.103 -0.219
C 0.071 -1.171 -0.170
N -0.582 -2.328 0.182
N 0.489 1.086 -0.461
N 1.421 1.029 0.400
N 2.446 1.816 -0.015
H -2.469 0.562 -0.616
H -1.760 1.519 0.696
H -2.207 -0.146 0.994
H 0.996 -1.390 -0.700
H -0.314 -3.153 -0.345
H -1.552 -2.235 0.461
H 2.391 2.060 -0.999
H 3.280 1.724 0.553
*
```

Results
- HOMO-LUMO gap: 8.49 eV
- Molecular weight: 100.12 g mol⁻¹
- SMILES string: CC(=C\N)/N=N/N

=====

| no. | DFT total energy (a.u.) |
| --- | --- |
| 1 | -681.21714 |
| 2 | -681.19625 |
| 3 | -681.17126 |
| 4 | -681.06947 |
| 5 | -1079.26923 |
| 6 | -338.04439 |